4 unconnected molecules or ions with the total composition C2H12O3S at a distorted geometry. Source: the Open Molecules 2025 dataset; level of theory: ωB97M-V/def2-TZVPD.

Its energy relative to the best compared isomer or geometry (same formula, charge and spin) is 18.0 kcal/mol. Its HOMO energy (spin up / spin down) is -13.6 / -13.6 eV. The maximum force is 0.0469 hartree/bohr. As for the multiplicity: 2. The expectation value of S² is 0.75. Its net charge is +1.

Each line ends with the Mulliken charge.
Atoms and positions in Å:
C  -0.4579  1.1833  -0.6114  -0.78
S  -0.9940  -0.2866  0.3439  0.38
C  -0.9280  0.4683  2.0868  -0.69
H  -0.5981  1.0639  -1.6805  0.37
H  0.6019  1.3113  -0.4041  0.31
H  -1.1607  1.9750  -0.3340  0.36
H  -0.5604  -0.4275  2.5802  0.23
H  -0.2803  1.3355  2.0890  0.39
H  -1.9706  0.6608  2.3286  0.40
H  -1.3979  1.2320  -7.1266  0.32
H  0.0825  1.0337  -7.4638  0.33
O  -0.5184  1.5309  -6.9167  -0.65
H  0.4169  -2.7242  3.1027  0.34
H  0.7927  -2.5122  1.6728  0.32
O  1.1869  -2.5256  2.5528  -0.66
H  1.8360  -0.7117  2.4008  0.31
H  2.6459  0.4981  1.9064  0.32
O  2.2716  0.1068  2.6815  -0.61